The following is a DFT calculation (the ωB97M-V functional and the def2-TZVPD basis) of the ion C3H7N2OS with charge +1 at a distorted geometry.

As for the relative energy (zero: lowest compared OMol25 entry of this formula, charge and spin): 407.8 kJ/mol. The maximum force is 2.994 eV/A. For the energy, the calculation gives -19077.070 eV. The lowest unoccupied orbital energy comes out at -4.478 eV. The multiplicity is 1. Its HOMO energy is -13.66 eV. The total charge is +1. For the orbital gap, the calculation gives 9.1814 eV.

CARTESIAN COORDINATES (ANGSTROEM)
C (1.8529, 0.5467, -0.7483)
C (-2.1856, 0.6539, -0.5408)
C (0.7103, 0.3413, -0.0967)
N (-0.3446, -2.0737, 0.2992)
N (-2.5929, 0.8232, 0.5523)
O (0.4665, 0.7050, 1.1425)
S (-0.5488, -0.7894, -0.7895)
H (2.1917, 0.2333, -1.6785)
H (2.6950, 1.0456, -0.3017)
H (-0.6492, -2.8264, -0.3317)
H (-2.4231, 0.4294, 1.4521)
H (-0.8862, -2.1956, 1.1909)
H (0.9520, 1.5218, 1.2693)
H (-2.4804, 0.9054, -1.5669)

These are the natural (NBO) partial charges, in e, on atoms 1 to 8:
1 C -0.420
2 C 0.214
3 C 0.130
4 N -0.937
5 N -0.498
6 O -0.676
7 S 0.692
8 H 0.241